A structure of composition C3H3NOS2 at a distorted geometry. Source: OMol25; level of theory: ωB97M-V with the def2-TZVPD basis set.

Multiplicity: 1
LUMO energy: -1.28 eV
Highest occupied orbital energy: -9.18 eV
Gap between HOMO and LUMO: 7.90 eV

```
10
Properties=species:S:1:pos:R:3:forces:R:3:mulliken_charge:R:1
C -0.6504 -2.5887 -1.2214 0.1 -1.5 -3.0 -0.25
C 0.2057 0.8142 0.2603 -0.4 -3.3 -0.5 0.24
C 0.6712 0.1438 1.5754 -0.3 -2.1 1.3 0.12
H -0.4958 -3.5965 -0.8340 -0.6 -0.2 -0.7 0.27
H -0.8329 -2.3144 -2.3675 0.1 -1.1 2.2 0.15
H 0.3092 0.9218 2.3846 1.2 -1.5 -0.7 0.22
N -0.3782 -1.7112 -0.3964 0.1 1.1 1.2 -0.17
O 1.1162 -1.0038 1.7683 -1.1 4.4 -0.7 -0.42
S -0.4685 -0.1933 -1.0432 0.7 1.9 0.7 0.06
S 0.0546 2.3672 0.1532 0.2 2.3 0.0 -0.22
```
Forces are in eV/Å.

***

The molecule C3H3NOS2. Source: OMol25; level of theory: ωB97M-V with the def2-TZVPD basis set.

Structure (SMILES): O=CN(C=S)C=S
Multiplicity: 1
LUMO energy: -0.94 eV
Highest occupied orbital energy: -8.69 eV
Gap between HOMO and LUMO: 7.75 eV

```
10
Properties=species:S:1:pos:R:3:forces:R:3:mulliken_charge:R:1
O 2.9063 -0.2379 0.2010 0.1 -0.2 -0.2 -0.45
C 1.9536 -0.8192 -0.2245 -0.1 0.7 0.1 0.14
N 0.6262 -0.3439 -0.0512 -0.4 -0.6 -0.2 0.09
C -0.3892 -1.2848 -0.1709 -0.5 0.6 0.1 0.05
S -1.9689 -1.1217 0.1418 0.5 -0.2 -0.1 -0.24
C 0.4408 0.9940 0.3206 0.6 0.2 0.3 -0.19
S -0.7142 1.9704 -0.1689 -0.4 0.2 -0.1 -0.19
H 1.9848 -1.7136 -0.8615 0.1 -0.2 0.2 0.29
H 0.0317 -2.2304 -0.4657 0.1 -0.4 -0.2 0.20
H 1.2488 1.3340 0.9598 0.1 0.0 0.0 0.31
```
Forces are in eV/Å.

***

A structure of composition C3H3NS2 at a distorted geometry. Source: OMol25; level of theory: ωB97M-V with the def2-TZVPD basis set.

Multiplicity: 1
LUMO energy: -0.36 eV
Highest occupied orbital energy: -8.79 eV
Gap between HOMO and LUMO: 8.43 eV

```
9
Properties=species:S:1:pos:R:3:forces:R:3:mulliken_charge:R:1
C 0.5004 0.9987 0.1594 -0.6 -1.1 1.1 0.12
C -1.0769 -0.2727 -0.0898 0.2 -0.6 -0.9 0.10
C 0.4747 -0.5803 -0.1201 -0.9 1.9 -1.7 -0.24
N -0.9137 1.0825 0.1464 3.4 -3.1 -0.3 -0.01
S 1.5387 2.1065 0.6193 0.7 0.5 -0.2 -0.33
S -2.3914 -1.1334 -0.4005 -0.2 -0.2 0.2 -0.33
H 0.8779 -0.8023 -1.1891 -1.0 0.4 1.8 0.22
H 0.8843 -1.3431 0.5501 -0.1 0.7 0.2 0.28
H -1.4650 1.8596 -0.0249 -1.4 1.5 -0.2 0.20
```
Forces are in eV/Å.

***

A structure of composition C3H3NaO3 at a distorted geometry. Source: OMol25; level of theory: ωB97M-V with the def2-TZVPD basis set.

Multiplicity: 1
LUMO energy: -1.16 eV
Highest occupied orbital energy: -8.62 eV
Gap between HOMO and LUMO: 7.46 eV

```
10
Properties=species:S:1:pos:R:3:forces:R:3:mulliken_charge:R:1
C 1.1691 0.1932 0.4051 1.2 -1.5 -1.1 0.88
C -1.1046 0.6606 -0.0374 -0.2 -0.8 1.5 -0.21
O -0.0249 0.7038 0.8080 -0.5 1.9 0.8 -0.32
O 1.2041 -1.0461 0.2409 0.5 -0.4 0.0 -0.78
C -1.8804 -0.4263 -0.0978 1.1 0.3 -3.0 -0.49
H -1.3987 1.6219 -0.4620 0.4 -0.2 -0.3 0.34
H -2.2561 -0.3995 -1.1627 -1.1 -0.4 1.5 0.22
H -1.5808 -1.3741 0.3514 -0.2 0.4 0.0 0.26
O 2.1441 0.9531 0.2115 0.0 0.3 0.3 -0.81
Na 3.7282 -0.8865 -0.2569 -1.3 0.5 0.3 0.91
```
Forces are in eV/Å.

***

A structure of composition C3H3O2Yb at a distorted geometry. Source: OMol25; level of theory: ωB97M-V with the def2-TZVPD basis set.

⟨S²⟩: 0.75
Multiplicity: 2
LUMO energy (spin up / spin down): -0.03 / -0.50 eV
Highest occupied orbital energy (spin up / spin down): -5.87 / -7.36 eV
Gap between HOMO and LUMO (spin up / spin down): 5.84 / 6.86 eV

```
9
Properties=species:S:1:pos:R:3:forces:R:3:mulliken_spin:R:1
C -0.2528 -0.7598 0.9866 3.6 -0.1 -2.3 0.01
C -1.0911 0.2441 0.2545 -0.4 -0.4 -0.4 -0.01
H -1.8995 -0.1383 -0.3867 0.0 0.2 0.3 0.00
H -0.4307 -1.8304 1.0664 -0.2 0.3 0.6 0.00
H -1.3926 1.1251 0.8416 0.0 -0.3 -0.3 0.00
O 2.0893 -0.2284 -0.2628 -0.6 -1.0 0.4 -0.04
C 0.8737 -0.3355 0.0707 -2.4 0.5 1.6 -0.02
O 0.0381 0.6095 -0.5996 0.4 0.9 -0.3 -0.11
Yb 2.0656 1.3137 -1.9707 -0.3 -0.2 0.4 1.16
```
Forces are in eV/Å.

***

A cluster of 2 separate species, C3H3O3 in total at a distorted geometry. Source: OMol25; level of theory: ωB97M-V with the def2-TZVPD basis set.

Multiplicity: 1
LUMO energy: 3.92 eV
Highest occupied orbital energy: -3.82 eV
Total charge: -1
Gap between HOMO and LUMO: 7.74 eV

```
9
Properties=species:S:1:pos:R:3:forces:R:3:mulliken_charge:R:1
C 0.0625 0.4352 -0.1773 -2.2 -1.6 0.5 -0.95
C 0.9820 -0.4937 -0.0311 -0.1 -3.1 -0.8 0.27
C -1.9959 0.0944 -0.0356 0.9 -2.5 -1.1 0.56
O -2.2755 -1.1159 -0.1273 1.0 2.1 0.4 -0.60
O -2.5871 1.1393 0.0371 0.4 0.5 0.3 -0.54
O 2.4105 -0.4088 0.2293 -2.0 -1.2 -0.6 -0.50
H 0.2308 1.4574 -0.0607 0.5 1.8 0.2 0.25
H 0.6802 -1.6146 -0.2293 0.8 2.2 0.7 0.24
H 2.4925 0.5067 0.3950 0.6 1.7 0.4 0.27
```
Forces are in eV/Å.

***

Relative energy (zero: lowest compared OMol25 entry of this formula, charge and spin) for every record listed, in sequence, given in kcal per mole: 72.7; 34.0; 12.2; 17.2; 15.2; 52.0.